Entry 1:
{"formula": "C3H6O4", "method": "wB97M-V/def2-TZVPD", "species": ["O", "O", "O", "O", "C", "C", "C", "H", "H", "H", "H", "H", "H"], "xyz": [[1.3807, 0.1269, -0.9819], [0.3581, 0.4089, 1.0291], [-0.5382, 1.3172, -0.7893], [-1.4403, -0.8628, -2.1055], [0.5960, 0.8416, -0.2782], [-1.8281, 0.0241, -1.1282], [1.4813, -0.0646, 1.7371], [-1.9283, -0.4414, -0.1357], [-0.7060, -1.3988, -1.7152], [2.3289, 0.6350, 1.6596], [1.8050, -1.0487, 1.3670], [-2.6905, 0.6182, -1.4469], [1.1815, -0.1556, 2.7881]], "forces_ev_per_a": [[0.4, 0.7, 0.9], [0.2, 0.4, 1.3], [0.6, 0.5, 0.6], [0.8, -0.9, 0.2], [-1.7, -1.9, -2.6], [0.0, 0.0, 0.7], [0.0, -0.1, -0.2], [0.0, 0.4, -0.3], [-0.7, 0.9, -0.6], [-0.1, -0.2, 0.0], [0.0, 0.2, 0.0], [0.4, -0.1, 0.1], [0.0, 0.0, -0.1]], "e_above_lowest_kj_mol": 88.9, "e_tot_ev": -11396.00297, "homo_energy_ha": [-0.01559, -0.15486], "spin_multiplicity": 2, "charge": -1}



Entry 2:
{"formula": "C3H6O5", "method": "wB97M-V/def2-TZVPD", "species": ["O", "O", "O", "O", "O", "C", "C", "C", "H", "H", "H", "H", "H", "H"], "xyz": [[2.2931, 0.7870, 0.5905], [0.7611, -0.4230, -0.4547], [-1.6045, 0.8236, 0.9884], [3.0594, 0.6116, -0.5818], [1.4105, -0.9416, 1.5938], [-0.5730, -0.8815, -0.2653], [-1.5676, 0.2374, -0.2941], [1.4611, -0.2920, 0.6521], [-0.7978, -1.5398, -1.0882], [-1.2767, 0.9669, -1.0417], [-2.4529, 1.2555, 1.1148], [-0.7139, -1.4408, 0.6457], [2.5275, 1.0059, -1.2826], [-2.5264, -0.1693, -0.5769]], "forces_ev_per_a": [[0.4, 0.3, 0.1], [-0.7, 0.3, -0.8], [-0.1, 0.2, 0.3], [0.8, 0.1, -0.5], [-0.5, -2.5, 3.9], [-0.7, -0.5, -0.7], [0.3, 0.2, 0.2], [0.7, 2.1, -2.1], [0.1, -0.3, -0.4], [0.1, 0.2, -0.3], [0.1, 0.1, 0.0], [0.4, -0.1, 0.4], [-0.3, 0.2, -0.1], [-0.5, -0.2, -0.1]], "e_above_lowest_kj_mol": 404.3, "e_tot_ev": -13442.33322, "homo_energy_ha": -0.39807, "smiles": "O=C(OO)OCCO"}



Entry 3:
{"formula": "C3H6O5P", "method": "wB97M-V/def2-TZVPD", "species": ["P", "O", "O", "O", "O", "O", "C", "C", "C", "H", "H", "H", "H", "H", "H"], "xyz": [[1.5513, -0.4382, 0.7710], [1.6895, 0.7292, 1.8156], [0.2201, 1.0285, -0.1950], [2.4711, -0.1899, -0.4918], [2.0073, -1.7025, 1.6078], [0.0368, -1.3249, 0.5456], [-0.8576, 0.4932, -0.5072], [-1.0599, -0.8229, 0.0118], [-1.9468, 1.0374, -1.2981], [-1.7707, 1.9601, -1.8476], [2.7277, 0.7014, -0.7901], [2.0325, -2.6194, 1.6111], [-1.9041, -1.4838, -0.0498], [-2.9479, 0.8394, -1.4210], [1.8645, 0.4486, 2.7696]], "forces_ev_per_a": [[-2.2, -0.2, -0.7], [0.1, -1.2, 1.2], [2.4, 0.2, 0.2], [-0.4, -1.4, 1.3], [1.2, 4.7, 0.0], [0.3, 0.6, 0.0], [-4.4, -0.5, -0.7], [1.7, 0.6, -0.3], [3.8, 1.4, 0.6], [0.6, 0.0, 0.2], [-0.5, -0.1, 0.3], [-0.3, -2.6, -0.8], [-0.3, -0.1, 0.0], [-2.0, -1.8, 0.4], [-0.2, 0.3, -1.7]], "e_above_lowest_kj_mol": 188.0, "e_tot_ev": -22726.99900, "homo_energy_ha": [-0.48535, -0.49910], "charge": 1}



Entry 4:
{"formula": "C3H6O5P2", "method": "wB97M-V/def2-TZVPD", "species": ["P", "P", "O", "O", "O", "O", "O", "C", "C", "C", "H", "H", "H", "H", "H", "H"], "xyz": [[-1.4723, -0.1325, 0.9427], [1.4512, -0.2590, 1.4116], [0.5837, -0.9333, -2.3959], [1.0302, 0.4547, -0.3366], [-0.0248, 1.2035, 3.0643], [-2.8009, 0.3365, 0.7104], [2.5103, 0.6373, 1.9151], [-0.5001, -0.8848, -1.4724], [-0.3490, 0.3289, -0.5889], [-0.1934, 0.6656, 1.8596], [-0.6471, -1.9228, -0.9808], [-0.8108, 1.2452, -1.0727], [0.1524, -1.2569, -3.2128], [0.9059, 1.2930, 3.1296], [-1.3889, -0.7338, -1.9336], [1.5535, -0.0415, -1.0394]], "forces_ev_per_a": [[4.6, 0.6, 0.7], [0.0, -1.1, -0.4], [-1.0, -0.4, -0.9], [1.7, 0.2, -0.4], [-2.7, -0.1, -1.4], [-3.8, 1.0, -0.6], [0.1, 0.8, 0.7], [1.3, -1.8, 1.2], [-2.0, -0.9, -0.4], [0.1, -0.6, 1.2], [0.8, 1.7, -0.1], [0.9, -0.9, 0.5], [1.0, 0.3, 0.4], [2.5, 0.3, 0.7], [-2.8, 0.3, -1.9], [-0.8, 0.7, 0.6]], "e_above_lowest_kj_mol": 634.4, "e_tot_ev": -32020.15849, "homo_energy_ha": [-0.30951, -0.30950]}



Entry 5:
{"formula": "C3H6OPS", "method": "wB97M-V/def2-TZVPD", "species": ["S", "P", "O", "C", "C", "C", "H", "H", "H", "H", "H", "H"], "xyz": [[-0.8990, -2.0446, 1.4706], [0.4638, 0.9688, 0.2373], [-1.2721, 1.1579, 2.3747], [-0.5806, 0.4643, 1.6080], [-0.8724, 0.6544, -1.0096], [1.4604, -0.4975, -0.1840], [1.0374, -1.5562, -0.3685], [2.1194, -0.7042, 0.5850], [-0.6187, 0.6309, -2.0695], [-1.4485, 1.4759, -0.7165], [-1.2968, -0.3236, -0.7798], [1.9072, -0.2262, -1.1477]], "forces_ev_per_a": [[0.2, 2.8, 0.4], [0.9, -0.2, -1.8], [2.8, -2.2, -2.9], [-3.9, -1.6, 3.4], [0.9, -0.8, 0.3], [-1.3, -1.7, -1.6], [-0.5, 2.0, 0.5], [2.0, -0.1, 1.3], [0.4, 0.5, 0.2], [-1.9, 1.0, -0.4], [-0.3, 0.1, 0.3], [0.6, 0.2, 0.3]], "e_above_lowest_kj_mol": 247.6, "e_tot_ev": -25378.13112, "homo_energy_ha": -0.10625, "charge": -1}



Entry 6:
{"formula": "C3H6OS", "method": "wB97M-V/def2-TZVPD", "species": ["S", "O", "C", "C", "C", "H", "H", "H", "H", "H", "H"], "xyz": [[-2.7509, -0.3923, -0.1947], [-1.2293, 1.6541, 0.0503], [1.2629, -0.2353, -0.3847], [-1.3790, 0.2961, 0.1894], [-0.1523, -0.6111, 0.4304], [1.8859, 0.8705, 0.1260], [0.0295, -0.5068, 1.6138], [0.9910, 0.1586, -1.6440], [-0.2202, 1.7896, -0.1546], [-0.3275, -1.7403, 0.1543], [1.8900, -1.2831, -0.1864]], "forces_ev_per_a": [[-1.8, -0.4, 0.1], [3.3, -1.0, -0.1], [-0.2, 1.8, 0.1], [1.6, -0.2, -1.5], [1.9, 0.2, 1.1], [-1.8, -3.8, -1.5], [0.0, -0.5, -2.6], [1.0, -1.8, 4.0], [-2.6, -0.1, 0.8], [-0.2, 2.5, 0.7], [-1.2, 3.3, -1.1]], "e_above_lowest_kj_mol": 313.6, "e_tot_ev": -16087.74087, "homo_energy_ha": -0.31850}



Entry 7:
{"formula": "C3H6OS", "method": "wB97M-V/def2-TZVPD", "species": ["S", "O", "C", "C", "C", "H", "H", "H", "H", "H", "H"], "xyz": [[1.6909, -0.4308, -0.6776], [-1.4630, 0.3630, -0.7951], [0.9795, 1.0271, 0.1715], [-0.9785, -0.6857, 0.0481], [0.4010, -0.3314, 0.5752], [-1.6128, -0.8459, 0.9483], [0.6584, -0.7824, 1.5304], [-0.9888, 0.1654, -1.6314], [-0.8578, -1.6091, -0.5001], [0.3980, 1.7139, -0.4468], [1.7731, 1.4158, 0.7777]], "forces_ev_per_a": [[0.1, 0.1, -0.4], [0.2, -1.3, -0.5], [0.1, -1.4, 0.1], [0.2, 0.7, 1.0], [0.5, 1.0, -0.5], [-0.1, 0.3, -0.9], [0.1, 0.3, 0.0], [-0.6, 0.5, 0.4], [-0.4, -0.4, -0.1], [0.1, -0.4, 0.4], [-0.2, 0.5, 0.5]], "e_above_lowest_kj_mol": 109.2, "e_tot_ev": -16089.85859, "homo_energy_ha": -0.32657, "smiles": "OC[C@@H]1CS1"}



Entry 8:
{"formula": "C3H6OS", "method": "wB97M-V/def2-TZVPD", "species": ["S", "O", "C", "C", "C", "H", "H", "H", "H", "H", "H"], "xyz": [[-1.2664, -1.1874, -0.1885], [1.5512, -0.8500, 0.5499], [1.0388, 0.0187, -0.3996], [-1.3384, 0.3826, 0.7070], [-0.5646, 0.4409, -0.5257], [-0.7137, 0.9083, -1.4202], [1.8330, 0.8772, -0.4591], [0.9520, -1.5380, 0.4012], [1.2153, -0.5100, -1.2806], [-2.0903, 1.3334, 1.1001], [-0.6170, 0.1243, 1.5155]], "forces_ev_per_a": [[-2.7, -0.4, -0.8], [0.1, 1.8, 1.5], [1.6, 4.0, -1.1], [0.3, 2.9, 2.7], [4.4, -3.0, 3.0], [-1.0, 1.3, -2.0], [-1.9, -0.9, 0.3], [-1.3, -2.8, 0.5], [-0.2, -0.4, -2.3], [1.4, -3.5, -1.6], [-0.8, 1.0, -0.1]], "e_above_lowest_kj_mol": 304.9, "e_tot_ev": -16087.83106, "homo_energy_ha": -0.33516, "smiles": "OC[C@@H]1CS1"}



Entry 9:
{"formula": "C3H6OS2", "method": "wB97M-V/def2-TZVPD", "species": ["S", "S", "O", "C", "C", "C", "H", "H", "H", "H", "H", "H"], "xyz": [[0.4205, -1.2590, 0.0114], [0.6437, 1.8100, 0.0610], [-1.5493, 0.4112, -0.2207], [2.2197, -0.9180, -0.0558], [-2.5761, -0.6351, 0.1207], [-0.2672, 0.3702, -0.0890], [2.7025, -1.9244, -0.3352], [-3.4282, 0.1758, -0.2897], [-2.4634, -1.6578, -0.5005], [2.5529, -0.8462, 1.1536], [-2.7611, -0.7033, 1.3391], [2.5059, -0.0534, -0.6155]], "forces_ev_per_a": [[0.5, 0.7, -0.6], [-1.2, -1.9, -0.4], [-1.4, -0.6, 0.5], [0.8, -2.7, 4.4], [-1.9, 2.2, -0.2], [2.6, 0.9, 0.9], [-0.7, 1.7, -0.1], [1.4, -3.3, 1.1], [-0.2, 2.5, 1.6], [-0.7, 0.4, -3.4], [1.0, -0.1, -3.3], [0.0, 0.3, -0.3]], "e_above_lowest_kj_mol": 279.1, "e_tot_ev": -26923.55037, "homo_energy_ha": -0.31108, "smiles": "COC(=S)SC"}



Entry 10:
{"formula": "C3H6OS2", "method": "wB97M-V/def2-TZVPD", "species": ["S", "S", "O", "C", "C", "C", "H", "H", "H", "H", "H", "H"], "xyz": [[-0.2343, 1.2135, -1.0974], [1.5351, 1.8979, -0.9547], [-1.3442, 2.1303, -0.9286], [0.7619, -1.1002, 0.4799], [-0.2655, -0.2755, 1.3142], [-0.4190, -0.3427, -0.1398], [-0.4363, 0.5673, -2.3297], [1.8384, -0.7188, 0.2101], [0.6984, -2.1532, 0.3733], [-0.7839, -1.0040, 1.9589], [-0.2387, 0.7184, 1.8371], [-1.1119, -0.9329, -0.7232]], "forces_ev_per_a": [[0.2, -1.0, -0.5], [0.0, 0.0, -0.1], [-0.1, -0.5, 0.3], [2.0, 3.9, -1.0], [0.0, -1.4, 1.5], [0.2, 0.1, -1.2], [0.3, 0.6, 0.7], [-2.3, -0.4, 0.7], [-0.4, -0.8, 0.5], [-0.5, 0.6, -0.6], [1.0, -1.0, -0.9], [-0.5, 0.0, 0.4]], "e_above_lowest_kj_mol": 313.9, "e_tot_ev": -26923.18953, "homo_energy_ha": -0.34761, "smiles": "O=[S@@H](=S)C1CC1"}